This record from OMol25 describes a gas-phase ion, C2H2F5NOP (charge -1) in a non-equilibrium geometry. The level of theory is ωB97M-V with the def2-TZVPD basis set.

Each atom is followed by the atoms it is bonded to, with distances in Å.
Cartesian coordinates (Å):
1 C 0.5743 -1.2722 -1.0953  N3 1.371, F5 1.343, F6 1.369, F7 1.417
2 C -0.7821 0.7583 -0.5350  N3 1.476, F8 1.402, P10 1.783
3 N -0.5349 -0.6968 -0.5318  C1 1.371, C2 1.476, O4 1.394
4 O -0.4807 -0.8711 0.8502  N3 1.394, P10 1.970
5 F 1.6882 -0.5408 -0.9269  C1 1.343
6 F 0.8065 -2.5783 -0.7560  C1 1.369
7 F 0.4586 -1.3866 -2.5032  C1 1.417
8 F -0.4664 1.4174 -1.7316  C2 1.402
9 F 0.8464 1.0929 2.5238  P10 1.814
10 P -0.3585 1.0689 1.1685  C2 1.783, O4 1.970, F9 1.814, H11 1.426, H12 1.390
11 H -0.5085 2.4624 1.4328  P10 1.426
12 H -1.2429 0.5460 2.1045  P10 1.390

Its net charge is -1. The LUMO energy is 4.164 eV. The value obtained for the gap between HOMO and LUMO is 0.2955 Ha. Its spin multiplicity is 1. For the max |F|, the calculation gives 3.26 eV/Å.